# C85H162F12N9O21S4

A 13-piece molecular cluster, C85H162F12N9O21S4 overall (wB97M-V/def2-TZVPD, OMol25).

Output
- E_HOMO (eV) = -16.1575
- LUMO level (eV) = -9.89
- maximum force (eV Å⁻¹) = 6.393

```
! RIJCOSX wB97M-V def2-TZVPD def2/J DEFGRID3
* xyz 5 1
C -6.023 -5.621 -5.530
C -4.925 -5.310 -6.603
C -5.210 -4.094 -7.492
C -5.236 -2.839 -6.626
C -3.892 -2.444 -6.036
C -3.292 -3.623 -5.136
N -3.635 -4.993 -5.831
O -2.767 -5.815 -5.873
C -3.997 -3.609 -3.800
C -1.806 -3.500 -5.015
C -4.633 -6.583 -7.400
H -6.696 -4.708 -5.405
H -5.544 -6.014 -4.641
H -6.724 -6.359 -5.895
H -6.212 -4.347 -7.801
H -4.523 -4.076 -8.273
H -5.890 -3.151 -5.800
H -5.760 -1.956 -6.988
H -3.835 -1.483 -5.468
H -3.184 -2.336 -6.866
H -3.881 -4.489 -3.200
H -5.078 -3.430 -3.828
H -3.537 -2.773 -3.265
H -1.119 -3.379 -5.855
H -1.300 -4.232 -4.395
H -1.644 -2.556 -4.383
H -3.709 -6.560 -7.900
H -5.397 -6.796 -8.161
H -4.606 -7.409 -6.681
C -9.265 6.058 -0.450
C -8.151 7.025 -0.721
C -7.491 7.582 0.537
C -6.199 8.346 0.159
C -5.196 7.369 -0.413
C -5.605 6.679 -1.708
N -7.140 6.451 -1.728
O -7.585 5.556 -2.509
C -4.891 5.311 -1.805
C -5.384 7.532 -2.929
C -8.637 8.260 -1.480
H -9.861 5.863 -1.305
H -10.005 6.666 0.218
H -8.988 5.128 0.018
H -7.339 6.844 1.276
H -8.282 8.231 0.982
H -5.814 8.806 1.110
H -6.366 9.264 -0.487
H -4.991 6.603 0.301
H -4.308 7.921 -0.730
H -3.879 5.495 -1.556
H -4.937 4.818 -2.701
H -5.144 4.676 -0.949
H -5.478 7.134 -3.923
H -4.440 7.945 -2.919
H -6.073 8.360 -2.949
H -7.849 8.979 -1.856
H -9.287 8.855 -0.787
H -9.284 7.903 -2.266
C 7.582 0.615 0.869
C 6.595 0.663 2.021
C 5.649 1.792 1.863
C 4.293 1.608 2.657
C 3.591 0.349 2.156
C 4.320 -0.924 2.584
N 5.701 -0.694 1.934
O 6.128 -1.611 1.287
C 3.856 -2.188 1.915
C 4.427 -1.058 4.090
C 7.329 0.600 3.325
H 8.237 -0.258 0.851
H 8.220 1.489 0.909
H 7.134 0.613 -0.176
H 5.574 2.087 0.814
H 6.163 2.614 2.399
H 3.628 2.469 2.526
H 4.516 1.632 3.679
H 3.577 0.382 1.040
H 2.551 0.346 2.512
H 4.275 -3.157 2.209
H 3.943 -2.084 0.836
H 2.776 -2.285 2.069
H 3.408 -1.362 4.370
H 4.630 -0.129 4.599
H 5.006 -1.854 4.439
H 8.032 1.416 3.378
H 7.897 -0.371 3.408
H 6.743 0.599 4.239
C 1.195 5.229 -8.169
C 0.786 4.596 -6.843
C 0.458 5.595 -5.727
C -0.314 4.894 -4.601
C -1.676 4.243 -5.022
C -1.484 3.120 -6.077
N -0.597 3.716 -7.094
O -0.876 3.430 -8.222
C -2.777 2.755 -6.762
C -0.781 1.916 -5.476
C 1.863 3.664 -6.414
H 2.122 5.781 -8.033
H 0.364 5.779 -8.528
H 1.273 4.468 -8.927
H -0.129 6.436 -6.098
H 1.460 5.978 -5.488
H -0.311 5.562 -3.768
H 0.351 4.091 -4.240
H -2.373 5.003 -5.524
H -2.232 3.735 -4.212
H -3.550 2.287 -6.120
H -2.564 1.948 -7.520
H -3.141 3.684 -7.232
H -1.582 1.344 -4.997
H 0.015 2.082 -4.755
H -0.360 1.267 -6.208
H 2.713 4.361 -6.115
H 2.108 3.072 -7.254
H 1.789 3.001 -5.522
C 6.340 -6.561 -6.900
C 4.924 -6.974 -6.470
C 4.936 -7.571 -5.055
C 5.253 -6.618 -3.870
C 4.199 -5.511 -3.910
C 4.145 -4.645 -5.197
N 4.120 -5.583 -6.379
O 3.283 -5.393 -7.154
C 5.461 -3.875 -5.373
C 2.982 -3.737 -5.176
C 4.085 -7.800 -7.423
H 7.058 -7.326 -7.013
H 6.819 -5.916 -6.195
H 6.375 -6.103 -7.904
H 5.600 -8.438 -5.150
H 3.905 -8.041 -4.887
H 6.256 -6.274 -3.901
H 5.216 -7.248 -2.966
H 4.222 -4.729 -3.078
H 3.210 -5.973 -3.858
H 6.389 -4.445 -5.408
H 5.537 -3.168 -4.524
H 5.475 -3.206 -6.273
H 3.029 -3.167 -4.215
H 2.143 -4.406 -5.222
H 3.016 -3.022 -5.961
H 4.505 -8.742 -7.661
H 3.887 -7.398 -8.413
H 3.169 -7.978 -6.809
C 0.214 -1.145 1.240
C -1.020 -0.919 0.395
C -2.136 -0.100 1.144
C -1.689 1.372 1.441
C -1.423 2.050 0.168
C -0.359 1.459 -0.781
N -0.599 -0.057 -0.777
O -0.395 -0.644 -1.845
C 1.085 1.547 -0.175
C -0.280 2.059 -2.138
C -1.499 -2.251 -0.234
H 0.998 -1.576 0.643
H 0.031 -1.990 1.952
H 0.498 -0.304 1.887
H -2.354 -0.568 2.131
H -3.042 -0.024 0.601
H -0.800 1.461 2.119
H -2.396 1.962 2.008
H -1.254 3.099 0.337
H -2.319 2.080 -0.503
H 1.394 2.537 -0.467
H 1.830 0.921 -0.620
H 1.131 1.512 0.918
H 0.764 2.016 -2.592
H -0.411 3.131 -2.044
H -0.995 1.681 -2.898
H -2.340 -2.160 -1.040
H -1.927 -2.836 0.559
H -0.727 -2.716 -0.820
C -5.576 -3.977 7.696
C -5.425 -3.954 9.295
C -5.888 -2.581 9.838
C -7.433 -2.504 9.886
C -8.005 -3.523 10.834
C -7.711 -4.954 10.345
N -6.216 -5.079 9.787
O -5.756 -6.265 9.617
C -8.580 -5.335 9.104
C -7.980 -6.113 11.334
C -3.908 -4.325 9.632
H -5.242 -4.919 7.317
H -5.114 -3.156 7.202
H -6.632 -3.925 7.380
H -5.513 -1.763 9.245
H -5.426 -2.467 10.870
H -7.961 -2.571 8.934
H -7.602 -1.488 10.264
H -9.065 -3.453 10.916
H -7.655 -3.428 11.868
H -8.967 -4.531 8.470
H -9.455 -5.913 9.563
H -8.170 -6.138 8.407
H -8.097 -7.068 10.840
H -8.855 -5.818 11.923
H -7.198 -6.178 12.058
H -3.233 -3.447 9.642
H -3.496 -4.997 8.916
H -3.846 -4.701 10.637
C 1.000 -4.931 8.945
C 2.458 -4.737 8.618
C 3.352 -5.774 9.340
C 3.252 -7.236 8.877
C 3.437 -7.275 7.364
C 2.517 -6.396 6.516
N 2.749 -5.052 7.088
O 3.202 -4.242 6.420
C 1.057 -6.798 6.619
C 2.951 -6.371 5.076
C 3.013 -3.323 8.880
H 0.473 -4.426 8.190
H 0.790 -4.400 9.840
H 0.705 -5.951 8.955
H 3.174 -5.644 10.418
H 4.297 -5.325 9.129
H 2.337 -7.596 9.312
H 4.014 -7.805 9.348
H 3.224 -8.261 7.014
H 4.457 -6.999 7.052
H 0.755 -7.364 5.785
H 0.529 -5.898 6.471
H 0.780 -7.206 7.590
H 4.020 -6.566 4.841
H 2.756 -5.460 4.493
H 2.394 -7.182 4.555
H 4.100 -3.369 8.991
H 2.545 -3.053 9.842
H 2.716 -2.546 8.162
C 3.860 7.677 -1.790
C 4.928 7.101 -0.780
C 5.686 5.926 -1.381
C 6.886 6.340 -2.230
C 7.931 7.197 -1.480
C 7.386 8.534 -0.830
N 5.832 8.287 -0.409
O 5.386 9.100 0.330
C 7.252 9.689 -1.793
C 8.085 8.846 0.546
C 4.200 6.725 0.428
H 3.416 8.557 -1.255
H 3.137 6.887 -1.793
H 4.138 7.882 -2.815
H 5.056 5.333 -2.013
H 5.977 5.245 -0.590
H 6.485 6.820 -3.140
H 7.454 5.532 -2.611
H 8.838 7.469 -2.055
H 8.231 6.557 -0.610
H 6.701 9.397 -2.688
H 8.269 9.977 -1.988
H 6.667 10.435 -1.254
H 8.114 7.985 1.254
H 7.580 9.645 1.089
H 9.162 9.097 0.420
H 3.792 5.691 0.351
H 3.294 7.335 0.559
H 4.790 6.743 1.308
C 0.246 6.086 0.853
F -0.281 4.961 1.416
F -0.607 7.134 1.069
F 1.389 6.393 1.475
S 0.529 5.714 -0.954
O 1.537 4.646 -0.956
O -0.824 5.293 -1.382
O 1.072 6.952 -1.552
C -5.417 0.420 -3.451
F -5.711 1.009 -4.600
F -6.114 1.063 -2.534
F -5.741 -0.849 -3.462
S -3.608 0.557 -3.080
O -3.376 1.975 -3.217
O -3.459 -0.009 -1.781
O -2.947 -0.205 -4.165
C -0.431 -1.658 6.233
F 0.659 -1.320 6.829
F -1.117 -2.374 7.162
F -1.105 -0.566 5.993
S -0.024 -2.819 4.747
O -1.169 -3.082 3.937
O 1.029 -2.076 4.034
O 0.495 -3.962 5.566
C 4.631 0.558 -3.206
F 5.788 1.177 -3.148
F 3.775 1.534 -2.954
F 4.409 0.133 -4.479
S 4.467 -0.881 -1.932
O 5.279 -0.498 -0.802
O 3.023 -0.793 -1.680
O 4.895 -2.027 -2.700
*
```

Löwdin atomic charge list, values in e, 5 entries: C 0.018; C -0.418; C -0.088; C -0.165; C -0.088